Record 1
The following is a DFT calculation (wB97M-V/def2-TZVPD) of a molecular structure, C42H34FeN10S at a distorted geometry.

XYZ file:
```
88
Properties=species:S:1:pos:R:3
Fe 0.32771 0.15046 -0.14559
C 1.60245 -5.65083 3.06303
C 1.11030 -4.62408 2.08182
C 1.65851 -4.50376 0.80856
C 1.21198 -3.54238 -0.07717
C 0.21807 -2.62248 0.28399
N -0.26126 -1.66063 -0.61482
C -0.70614 -2.18377 -1.79188
C -1.00175 -3.56730 -1.92326
C -1.28501 -4.15581 -3.13140
C -1.28865 -3.40699 -4.30731
C -1.45967 -4.06403 -5.64835
C -1.14349 -2.03961 -4.18714
C -0.93511 -1.41120 -2.95753
N -0.92721 -0.00234 -2.93179
C -1.40791 0.78699 -3.92427
C -1.06016 2.08221 -3.63029
C -0.37214 1.99404 -2.42201
N -0.31718 0.73633 -1.99339
C -0.29915 -2.72893 1.58225
C 0.13090 -3.71910 2.45751
N -1.23347 -1.76976 2.01936
C -2.22352 -1.99067 2.91195
C -2.78362 -0.77174 3.19640
C -2.04676 0.13752 2.43088
N -1.12033 -0.46602 1.69283
H 2.15504 -6.44162 2.55952
H 0.77421 -6.09437 3.61517
H 2.26618 -5.17960 3.79182
H 2.45592 -5.17070 0.50439
H 1.64319 -3.46723 -1.06598
H -0.99417 -4.17723 -1.03346
H -1.48427 -5.21936 -3.17328
H -1.08326 -5.08520 -5.61943
H -0.92774 -3.51599 -6.42497
H -2.51404 -4.10973 -5.93019
H -1.16770 -1.43772 -5.08555
H -2.00463 0.41004 -4.73117
H -1.27350 2.95945 -4.21283
H 0.08102 2.79009 -1.86303
H -0.28211 -3.76514 3.45728
H -2.46195 -2.98278 3.25034
H -3.60543 -0.55153 3.85219
H -2.16862 1.20270 2.44417
C 1.34523 -0.39590 5.52627
C 2.01244 -1.43520 4.89168
C 2.12681 -1.45929 3.51674
C 1.55020 -0.44574 2.73688
C 0.93140 0.62386 3.38580
C 0.82947 0.64170 4.76419
N 1.63314 -0.48927 1.33856
N 2.65886 -1.11643 0.91899
C 2.85814 -1.05114 -0.42150
C 4.04135 -1.59586 -0.95115
C 4.32745 -1.42404 -2.28460
C 3.44780 -0.70336 -3.08716
C 2.25877 -0.19925 -2.56263
C 1.91763 -0.36444 -1.22642
H 1.24978 -0.38544 6.60371
H 2.44779 -2.23801 5.47319
H 2.65936 -2.24539 3.00409
H 0.55994 1.44752 2.79619
H 0.34748 1.48000 5.25085
H 4.70638 -2.13026 -0.28384
H 5.23328 -1.83798 -2.70737
H 3.69059 -0.52371 -4.12702
H 1.62573 0.35210 -3.24546
N -1.76210 3.68414 0.83935
C -2.97782 3.11456 0.54084
C -4.27279 3.58155 0.68602
C -5.29077 2.71706 0.31287
C -5.00953 1.44089 -0.17993
C -3.71471 0.96907 -0.30417
C -2.67874 1.81959 0.06964
N -1.32315 1.61463 0.11403
C -0.80020 2.74251 0.56256
C 0.61157 2.89754 0.68878
C 1.34358 3.96727 1.14947
S 3.02242 3.59036 1.08535
C 2.63673 2.05420 0.41701
N 1.37075 1.82366 0.27087
H -1.60068 4.61617 1.17708
H -4.47724 4.56271 1.09436
H -6.31804 3.03716 0.42297
H -5.83252 0.79514 -0.45411
H -3.49773 -0.03306 -0.64843
H 0.99799 4.89649 1.56374
H 3.41834 1.35634 0.16900
```

Values from the calculation:
E_LUMO (spin up / spin down)   -0.21 / -0.21 eV
HOMO level (spin up / spin down)   -5.683 / -5.683 eV
Relative energy (zero: lowest compared OMol25 entry of this formula, charge and spin)   237.2 kJ/mol
2S+1   1

Here are the Löwdin charges for atoms 1 to 6, given in e: 0.3865 -0.0520 -0.2904 -0.0321 -0.0374 -0.2554

---

Record 2
The following is a DFT calculation (wB97M-V/def2-TZVPD) of a molecular structure, C42H35AsF6N9O2S2W.

XYZ file:
```
98
Properties=species:S:1:pos:R:3
W -0.54135 -0.12250 0.57919
C -1.35172 -3.13100 3.71246
C -0.72292 -4.29835 3.28765
C -0.01323 -4.27629 2.11102
C 0.06592 -3.11086 1.34161
N -0.57040 -1.98374 1.75842
C -1.25119 -2.01175 2.92821
N 0.83834 -3.22659 0.20342
C 0.93186 -2.40012 -0.76844
N 0.34006 -1.14711 -0.89631
C 0.44483 -0.71545 -2.22487
N -0.18513 0.22189 -2.80723
C -1.13779 1.06420 -2.27014
C -1.76952 1.89182 -3.20132
C -2.66808 2.84839 -2.79657
C -2.92890 2.98723 -1.43693
C -2.31378 2.13020 -0.56248
N -1.45843 1.15684 -0.95452
C 1.37041 -1.63916 -2.90070
C 1.87644 -1.62306 -4.18524
C 2.71308 -2.67311 -4.54695
C 3.00804 -3.70602 -3.65674
C 2.47678 -3.72532 -2.37268
C 1.66382 -2.66696 -2.01398
H -1.91233 -3.08590 4.63444
H -0.78255 -5.20494 3.87455
H 0.50914 -5.14391 1.73700
H -1.72152 -1.08760 3.22746
H -1.48906 1.76551 -4.23606
H -3.14338 3.49573 -3.52095
H -3.59754 3.74544 -1.05726
H -2.49665 2.20707 0.49851
H 1.63340 -0.82420 -4.87205
H 3.14192 -2.69486 -5.53964
H 3.65868 -4.50830 -3.97710
H 2.68778 -4.52928 -1.68115
S 1.83725 -0.57362 1.52482
C 2.24318 0.68279 2.57118
N 3.41371 0.76999 3.14087
C 3.72018 1.85570 4.07747
C 3.02277 3.12189 3.66182
N 1.59853 2.85717 3.41624
C 0.64105 3.94722 3.67902
C -0.21686 3.67800 4.89387
C 0.30219 3.06765 6.02974
C -0.49753 2.87189 7.14592
C -1.82026 3.29106 7.13339
C -2.34134 3.90190 6.00174
C -1.54303 4.09099 4.88357
C 1.21539 1.72988 2.89505
S -0.42219 1.39598 2.60786
C 4.51367 -0.19669 2.91523
C 5.62168 0.44310 2.12050
C 5.39644 0.84814 0.80699
C 6.40833 1.46523 0.09090
C 7.65316 1.66665 0.67567
C 7.88445 1.25390 1.97860
C 6.86715 0.64607 2.70278
H 4.79748 2.01213 4.05220
H 3.43383 1.53871 5.08371
H 3.45158 3.53667 2.74703
H 3.09282 3.86110 4.45650
H 0.02542 4.06235 2.78712
H 1.23580 4.85294 3.79712
H 1.33865 2.74794 6.06137
H -0.08526 2.40267 8.02907
H -2.44194 3.14656 8.00644
H -3.37078 4.23351 5.98951
H -1.95366 4.56458 3.99881
H 4.10003 -1.07322 2.42357
H 4.86954 -0.49569 3.90268
H 4.43106 0.68790 0.34034
H 6.22850 1.78184 -0.92781
H 8.44424 2.14190 0.11157
H 8.85436 1.40318 2.43314
H 7.05143 0.31721 3.71965
O -2.37170 0.19097 1.48590
N -3.47102 -0.39458 1.07990
N -3.24267 -1.18066 0.13913
O -2.01346 -1.32974 -0.29557
C -4.29018 -1.94894 -0.49341
C -3.93026 -2.84362 -1.48688
C -4.93542 -3.58002 -2.09433
C -6.25631 -3.41446 -1.70543
C -6.58735 -2.50840 -0.70427
C -5.60319 -1.76003 -0.08478
H -2.89726 -2.96094 -1.77736
H -4.68132 -4.28505 -2.87330
H -7.03452 -3.99234 -2.18464
H -7.61836 -2.38102 -0.40561
H -5.84809 -1.05110 0.69229
F 0.81279 1.36498 -0.07974
As 1.77627 3.03452 -0.55938
F 0.75343 3.73966 0.63314
F 2.83526 2.56451 0.73189
F 2.63418 1.99765 -1.60312
F 2.62921 4.44392 -0.90678
F 0.55486 3.25849 -1.72543
```

Values from the calculation:
E_LUMO (spin up / spin down)   -6.45 / -6.97 eV
HOMO level (spin up / spin down)   -13.332 / -13.340 eV
Relative energy (zero: lowest compared OMol25 entry of this formula, charge and spin)   0.0 kJ/mol
2S+1   2
Total charge   +2

Here are the Löwdin charges for atoms 1 to 6, given in e: 1.6155 -0.0226 -0.0114 0.0259 -0.3294 -0.0934

---

Record 3
The following is a DFT calculation (wB97M-V/def2-TZVPD) of 6 unconnected molecules or ions with the total composition C42H35BF11N3O6 at a distorted geometry.

XYZ file:
```
98
Properties=species:S:1:pos:R:3
C -2.31864 -0.44810 0.84013
C -1.44492 -0.86306 -0.39521
B 0.09680 -1.09321 -0.04320
O 0.48749 -1.01406 1.27438
C 1.17230 -1.46248 -1.22370
C 0.64857 -2.77327 -1.89123
C 2.49883 -1.74083 -0.54322
N 3.41168 -1.97722 0.07079
C 1.43363 -0.26817 -2.21576
C 0.38607 -0.40742 -3.32131
N -0.44710 -0.47950 -4.06761
O 2.70672 -0.31130 -2.87402
N 2.78684 -1.37331 -3.80455
O 3.24594 -1.01643 -4.80771
C 1.22505 1.15458 -1.61278
O 0.19237 1.66680 -1.74791
C 2.32971 1.97472 -0.86591
F 3.58296 1.64461 -1.20056
F 2.15898 3.25647 -1.23972
C 2.22047 1.92945 0.68835
F 2.72647 0.75482 1.08925
F 0.92124 2.07756 0.99663
C 3.00779 3.05786 1.44403
F 2.21702 4.04002 1.85392
F 4.02825 3.57686 0.74503
C 3.64400 2.38927 2.72733
O 3.09553 2.30800 3.74714
O 4.91095 1.90384 2.54998
H -3.32938 -0.85685 0.66415
H -2.45538 0.64567 0.86909
H -1.98501 -0.87657 1.79535
H -1.89447 -1.79109 -0.79331
H -1.59857 -0.10480 -1.18030
H 0.22817 -0.17982 1.69046
H -0.44366 -2.83685 -1.96396
H 1.07170 -2.98384 -2.88271
H 0.96008 -3.59573 -1.23666
H 4.88233 0.95707 2.33625
F -3.77217 -0.74600 -1.72383
C -4.71724 -1.47630 -2.34887
C -6.04244 -1.30425 -2.00105
C -7.01448 -2.05370 -2.64798
C -6.64828 -2.97099 -3.62547
C -5.31023 -3.13523 -3.96037
C -4.33626 -2.37955 -3.32235
H -6.30699 -0.59075 -1.23130
H -8.05754 -1.92287 -2.38943
H -7.40786 -3.55808 -4.12660
H -5.02459 -3.85242 -4.71925
H -3.28865 -2.48654 -3.57595
F 9.87871 3.32940 0.34528
C 8.87741 2.63200 -0.22206
C 7.57929 2.85150 0.19719
C 6.54695 2.13505 -0.39229
C 6.82661 1.20226 -1.38406
C 8.13767 0.98978 -1.79092
C 9.17102 1.71242 -1.21101
H 7.38246 3.57632 0.97715
H 5.53245 2.30192 -0.08004
H 6.02023 0.64055 -1.84000
H 8.35588 0.26036 -2.56064
H 10.19806 1.56700 -1.52063
F -7.34882 -0.85457 1.12739
C -8.26190 0.10123 1.38501
C -7.83670 1.33799 1.83054
C -8.77860 2.32361 2.09070
C -10.13045 2.05758 1.91236
C -10.54156 0.80753 1.46835
C -9.60192 -0.17739 1.19710
H -6.77927 1.52323 1.97090
H -8.45821 3.29915 2.43319
H -10.86390 2.82665 2.11997
H -11.59515 0.59899 1.33323
H -9.90234 -1.15512 0.84228
F -0.80972 7.60922 6.85710
C 0.11928 6.73410 6.42881
C 1.01390 6.20096 7.33648
C 1.96811 5.29504 6.89388
C 2.02307 4.94157 5.55105
C 1.11890 5.49049 4.65085
C 0.15647 6.38898 5.09172
H 0.96079 6.49427 8.37721
H 2.66999 4.86463 7.59673
H 2.76997 4.23809 5.20937
H 1.16248 5.21953 3.60586
H -0.56180 6.82051 4.40623
F 0.09271 -5.38010 -1.85819
C 1.07076 -6.21653 -2.26446
C 1.95590 -6.72113 -1.33200
C 2.95911 -7.58397 -1.75067
C 3.06957 -7.92147 -3.09367
C 2.17393 -7.40106 -4.01893
C 1.16308 -6.54616 -3.60249
H 1.85813 -6.43970 -0.29095
H 3.65502 -7.99246 -1.02942
H 3.85555 -8.59150 -3.41877
H 2.26262 -7.66091 -5.06596
H 0.45020 -6.13687 -4.30726
```

Values from the calculation:
E_LUMO   -1.12 eV
HOMO level   -9.173 eV
2S+1   1
SMILES   CCB(O)[C@](C)(C#N)[C@](C#N)(ON=O)C(=O)C(F)(F)C(F)(F)C(F)(F)C(=O)O.Fc1ccccc1.Fc1ccccc1.Fc1ccccc1.Fc1ccccc1.Fc1ccccc1

Here are the Löwdin charges for atoms 1 to 6, given in e: -0.0919 -0.1356 -0.4144 0.1475 -0.2367 -0.0221

---

Record 4
The following is a DFT calculation (wB97M-V/def2-TZVPD) of a molecular structure, C42H35Br4N4O4Sc.

XYZ file:
```
90
Properties=species:S:1:pos:R:3
Sc -0.63246 -1.12249 -0.63432
C 0.03495 2.57586 -4.04355
C 1.52707 2.49439 -4.20113
C 2.30804 3.64261 -4.12178
C 3.68282 3.60292 -4.29573
C 4.30832 2.39453 -4.56085
C 3.55415 1.23554 -4.62618
C 2.17930 1.28085 -4.43820
N 1.43900 0.07168 -4.54656
C 0.55698 -0.44115 -3.60816
N -0.53088 -0.98874 -4.18640
C -1.52513 -1.88476 -3.69199
C -1.59078 -2.21579 -2.34410
C -2.59959 -3.12991 -1.99669
C -3.48183 -3.65775 -2.92546
C -3.38227 -3.27360 -4.25570
C -2.40463 -2.38307 -4.66785
C -2.30904 -1.98215 -6.11706
N 0.77729 -0.38984 -2.32074
C 2.12729 -0.09254 -1.93355
C 2.43357 1.13913 -1.36878
C 3.73888 1.45838 -1.03941
C 4.74752 0.52997 -1.25733
C 4.43153 -0.71510 -1.77695
C 3.12306 -1.05238 -2.11854
C 2.80321 -2.40644 -2.68662
H -0.29056 3.61484 -4.04327
H -0.30299 2.11922 -3.11027
H -0.47938 2.06010 -4.85672
H 1.81869 4.59075 -3.93202
H 4.26171 4.51506 -4.23325
H 5.38050 2.34947 -4.69889
H 4.02994 0.27648 -4.79112
H 1.52979 -0.45067 -5.40181
H -0.63940 -0.72174 -5.14942
H -2.69697 -3.43523 -0.96009
H -4.25024 -4.35755 -2.62055
H -4.07328 -3.67074 -4.99081
H -3.09803 -2.46020 -6.69482
H -1.35576 -2.28010 -6.56623
H -2.42180 -0.90191 -6.25807
H 1.63402 1.85321 -1.21147
H 3.96719 2.42733 -0.61458
H 5.77326 0.76762 -1.00601
H 5.21429 -1.45066 -1.92522
H 3.65031 -3.08113 -2.56992
H 2.56865 -2.35045 -3.75339
H 1.93624 -2.85917 -2.20122
Br -4.42749 -2.41845 5.01885
C -3.73676 -1.63078 3.45039
C -4.23242 -0.41908 2.99385
Br -5.58881 0.49271 3.94167
C -3.71024 0.13849 1.81761
Br -4.21839 1.85748 1.20716
C -2.72204 -0.50382 1.08884
O -2.15508 0.01343 0.00447
C -2.22355 -1.76074 1.54438
O -1.29456 -2.33800 0.81468
C -2.72065 -2.28174 2.73577
Br -1.95005 -3.89499 3.32970
C -3.60280 3.19674 6.06722
O -2.62507 2.52228 5.28609
C -2.07239 1.40039 5.81213
C -2.21669 0.97565 7.12639
C -1.61618 -0.20770 7.53004
C -0.88618 -0.97864 6.63756
C -0.74037 -0.56007 5.32605
C -1.30963 0.63822 4.92699
N -1.28988 1.07831 3.57171
C -0.39431 0.87661 2.64578
C 0.96616 0.50750 2.79496
C 1.74081 0.84995 3.92819
C 3.08079 0.59188 3.95069
C 3.68111 -0.03082 2.83487
C 2.96120 -0.38020 1.72695
C 1.56465 -0.13714 1.67177
O 0.85350 -0.54555 0.68698
H -4.37248 2.50068 6.40305
H -4.04438 3.94298 5.41357
H -3.14275 3.69144 6.92542
H -2.80130 1.55362 7.82679
H -1.73928 -0.53875 8.55271
H -0.45487 -1.91996 6.94757
H -0.20753 -1.17105 4.61036
H -2.17197 1.47836 3.26130
H -0.76661 1.04492 1.63845
H 1.26571 1.34462 4.76539
H 3.68052 0.86839 4.80640
H 4.74508 -0.23531 2.85750
H 3.42264 -0.85656 0.87250
```

Values from the calculation:
E_LUMO   -0.74 eV
HOMO level   -7.307 eV
2S+1   1

Here are the Löwdin charges for atoms 1 to 6, given in e: 1.0933 -0.0247 -0.2141 -0.0434 -0.0811 -0.0793

---

Record 5
The following is a DFT calculation (wB97M-V/def2-TZVPD) of a molecular structure, C42H35BrCl2N5O4Ru at a distorted geometry.

XYZ file:
```
90
Properties=species:S:1:pos:R:3
Ru 0.24375 -0.56279 0.52083
C 0.97811 -3.30614 -1.37601
C -0.51071 -2.99937 -1.17761
C -1.09085 -3.92506 -0.14479
C -1.36784 -5.23091 -0.51709
C -1.82661 -6.15475 0.40337
C -1.96937 -5.77371 1.72423
C -1.72166 -4.47565 2.14415
C -1.75012 -4.22698 3.63104
C -0.36837 -4.49326 4.23651
C -1.32202 -3.51754 1.18489
N -1.12924 -2.18670 1.52627
C -2.02244 -1.53044 2.21236
C -1.80388 -0.22436 2.66245
C -2.64933 0.62349 3.42660
C -1.99366 1.82651 3.52609
C -0.77883 1.67994 2.81042
N -0.64878 0.45605 2.34202
H 1.38808 -2.67865 -2.16362
H 1.12708 -4.35225 -1.63875
H 1.52536 -3.09591 -0.45372
H -1.04494 -3.11299 -2.12487
H -0.59944 -1.93801 -0.86669
H -1.21692 -5.52406 -1.54493
H -2.04614 -7.16684 0.10010
H -2.28509 -6.50232 2.45637
H -2.47016 -4.91566 4.07801
H -2.04749 -3.21340 3.89144
H 0.04638 -5.42401 3.85576
H -0.44183 -4.56387 5.31893
H 0.31382 -3.68247 3.99198
H -3.00283 -1.97078 2.41078
H -3.60644 0.34966 3.82929
H -2.31796 2.71367 4.03588
H -0.02291 2.42791 2.64568
N 4.21008 -5.17777 2.96633
C 3.97663 -4.07176 2.78175
C 3.66777 -2.70987 2.56138
C 4.66045 -1.72295 2.60394
C 4.27132 -0.40902 2.40152
C 2.93041 -0.12411 2.19325
N 1.98370 -1.06709 2.12689
C 2.35102 -2.33083 2.30136
H 5.68705 -1.98728 2.80785
H 4.99968 0.38876 2.42269
H 2.58300 0.89750 2.09779
H 1.56341 -3.07239 2.26164
Cl -1.15300 3.36489 -1.63314
C -0.35222 4.89296 -1.76773
C -1.07841 6.06987 -1.72122
C -0.42605 7.28645 -1.82365
C 0.94937 7.33025 -1.98080
C 1.67388 6.15328 -2.03015
Cl 3.39656 6.23351 -2.15673
C 1.04686 4.90345 -1.92167
N 1.74718 3.71714 -1.85091
C 2.67755 3.26253 -2.75485
C 2.77064 3.81962 -4.03564
C 3.66715 3.32418 -4.95799
C 4.48864 2.25754 -4.62338
C 4.41626 1.70870 -3.35452
C 3.53307 2.19699 -2.40538
C 3.55444 1.65434 -1.00710
C 2.28495 0.87283 -0.65078
O 2.30488 -0.37573 -0.67538
O 1.27146 1.51906 -0.29882
H -2.14919 6.02389 -1.60880
H -0.98799 8.20457 -1.77354
H 1.46513 8.27490 -2.04619
H 1.34736 3.01103 -1.21628
H 2.10570 4.62935 -4.29851
H 3.72369 3.76683 -5.94180
H 5.18846 1.86405 -5.34429
H 5.07869 0.89827 -3.08823
H 3.63111 2.48171 -0.29631
H 4.40765 0.98728 -0.88375
Br -5.77238 -2.17684 -3.20668
C -5.38311 -0.59042 -2.21799
C -6.36511 0.37529 -2.08089
C -6.08082 1.51658 -1.34971
C -4.83584 1.68249 -0.77166
C -3.86028 0.70549 -0.91974
C -4.13291 -0.44352 -1.65019
C -2.49454 0.90197 -0.27626
O -2.33294 1.84393 0.48830
O -1.63270 0.03976 -0.62396
H -7.33225 0.23460 -2.53766
H -6.83914 2.27464 -1.22973
H -4.59911 2.56366 -0.19620
H -3.37395 -1.20287 -1.76386
```

Values from the calculation:
E_LUMO (spin up / spin down)   -0.93 / -2.56 eV
HOMO level (spin up / spin down)   -7.499 / -7.497 eV
Relative energy (zero: lowest compared OMol25 entry of this formula, charge and spin)   174.3 kJ/mol
2S+1   6

Here are the Löwdin charges for atoms 1 to 6, given in e: 1.6777 -0.0860 -0.2068 -0.1713 -0.0424 -0.0668

---

Table of DFT total energy (a.u.), in record order: -3830.28081 -5962.89643 -3360.39302 -13198.42758 -5785.47507